85
Properties=species:S:1:pos:R:3:forces:R:3 method="wB97M-V/def2-TZVPD" largest_force_ev_per_a=3.53 homo_energy_ev=-9.13 lumo_ha=0.00359 orbital_gap_ha=0.3390
O 5.173 -1.122 -2.350 -0.856 1.444 -3.106
S 4.635 -0.740 -3.678 0.877 -1.509 -0.412
O 5.013 -1.586 -4.817 -1.312 2.128 2.489
O 3.012 -0.524 -3.439 3.182 -0.257 0.177
C 3.022 0.695 -2.623 -2.067 1.032 0.463
O 1.815 1.307 -3.038 1.186 -0.143 0.121
C 4.347 1.511 -2.923 0.558 0.766 0.778
O 4.194 2.900 -3.018 -0.249 -1.648 -0.630
O 4.880 0.846 -4.124 -0.175 -1.796 1.059
H 2.940 0.498 -1.535 0.392 -0.348 -0.611
H 1.284 0.546 -3.337 -0.454 0.543 -0.002
H 5.178 1.359 -2.196 -1.183 -0.400 0.041
H 4.869 3.237 -2.423 -0.080 0.409 -0.075
C 1.723 2.524 0.955 0.243 -0.129 -0.010
O 2.792 2.397 0.377 -0.097 0.035 -0.160
N 0.722 3.321 0.482 -0.243 0.224 -0.272
N 1.440 1.882 2.119 -0.013 -0.243 0.359
H -0.162 3.441 0.944 0.071 0.046 0.123
H 0.894 3.811 -0.378 -0.012 -0.062 -0.003
H 2.154 1.285 2.501 0.036 0.021 -0.073
H 0.565 1.976 2.607 0.010 0.109 0.011
C -0.866 4.180 4.801 0.002 0.080 0.224
O -1.330 3.480 3.902 0.002 -0.083 -0.177
N -1.521 4.381 5.970 -0.310 -0.007 -0.106
N 0.338 4.805 4.691 0.153 -0.062 -0.340
H -1.169 4.945 6.720 0.062 -0.002 -0.031
H -2.412 3.926 6.074 0.059 -0.213 0.222
H 0.848 4.674 3.835 0.034 0.003 0.049
H 0.735 5.379 5.409 -0.033 -0.022 0.035
C -4.555 1.945 5.974 -0.025 -0.015 -0.269
O -3.531 1.936 6.648 -0.053 0.030 0.171
N -4.555 2.329 4.670 0.325 0.132 -0.165
N -5.766 1.575 6.472 -0.041 -0.099 0.269
H -5.375 2.348 4.094 -0.042 0.005 0.052
H -3.670 2.610 4.272 0.018 -0.011 0.007
H -5.799 1.287 7.432 -0.034 0.026 -0.023
H -6.613 1.575 5.936 0.028 -0.001 -0.037
C -0.725 -1.525 -4.212 0.131 -0.100 -0.051
O -0.821 -0.403 -3.721 0.379 0.091 0.020
N -0.374 -1.727 -5.511 -0.035 0.184 -0.105
N -0.964 -2.653 -3.493 -0.119 -0.041 0.328
H -0.288 -2.633 -5.933 0.100 -0.022 -0.031
H -0.191 -0.912 -6.068 -0.002 -0.046 -0.012
H -1.231 -2.535 -2.530 -0.131 0.041 -0.068
H -0.893 -3.579 -3.868 0.039 0.022 -0.050
C -5.400 -2.112 -4.612 -0.113 0.382 0.235
O -6.584 -1.900 -4.388 0.153 -0.140 -0.106
N -4.980 -3.152 -5.392 -0.074 -0.407 -0.258
N -4.406 -1.338 -4.106 -0.215 0.123 -0.237
H -4.018 -3.346 -5.590 0.015 0.065 0.026
H -5.687 -3.746 -5.783 0.016 0.029 0.019
H -4.674 -0.565 -3.526 0.159 -0.103 0.174
H -3.432 -1.497 -4.277 0.029 0.006 0.147
C -2.775 0.038 -0.639 0.156 -0.001 -0.242
O -3.245 -0.645 -1.538 -0.026 -0.005 0.252
N -3.426 0.238 0.543 -0.345 -0.033 0.241
N -1.568 0.652 -0.743 0.274 0.012 -0.184
H -3.061 0.792 1.294 0.061 -0.011 -0.022
H -4.321 -0.203 0.653 0.037 -0.006 -0.020
H -1.060 0.524 -1.605 -0.079 -0.019 -0.095
H -1.164 1.216 -0.019 0.009 -0.015 0.007
C -2.083 -1.708 8.697 0.421 -0.156 -0.118
O -1.290 -2.631 8.817 -0.201 0.128 0.025
N -3.294 -1.699 9.326 -0.332 -0.156 0.248
N -1.829 -0.615 7.929 0.023 0.195 -0.090
H -3.959 -0.955 9.242 0.059 0.037 -0.033
H -3.517 -2.490 9.902 0.026 0.018 -0.021
H -0.947 -0.588 7.452 -0.022 -0.012 0.009
H -2.468 0.153 7.816 0.002 0.065 -0.120
C 3.123 -3.318 -7.949 -0.159 -0.028 0.214
O 2.020 -3.850 -7.920 0.056 0.095 -0.021
N 3.867 -3.238 -9.088 0.000 -0.087 -0.345
N 3.694 -2.762 -6.848 -0.230 -0.147 -0.200
H 4.770 -2.808 -9.136 -0.007 0.008 0.058
H 3.474 -3.639 -9.920 0.007 0.008 0.026
H 3.171 -2.804 -5.995 0.081 0.036 0.043
H 4.591 -2.319 -6.843 -0.005 0.022 0.054
C 5.045 -1.353 1.768 0.034 0.280 -0.027
O 4.937 -0.226 2.234 -0.053 -0.221 -0.028
N 5.387 -1.581 0.471 0.070 0.147 0.054
N 4.829 -2.474 2.514 -0.106 -0.177 0.308
H 5.479 -2.494 0.070 -0.023 0.023 -0.036
H 5.553 -0.779 -0.108 -0.046 -0.082 -0.054
H 4.575 -2.344 3.475 0.017 -0.004 -0.028
H 4.911 -3.406 2.155 0.011 0.020 -0.033